No. 1
A molecular structure, C37H56N4P2Pd, computed with the ωB97M-V functional and the def2-TZVPD basis.

Structure (XYZ):
```
100
Properties=species:S:1:pos:R:3:lowdin_spin:R:1
Pd 12.10224 16.06106 7.69882 0.664
C 8.95597 15.21147 10.22084 0.002
C 8.97614 16.57915 9.47576 0.011
C 7.51149 17.10610 9.43894 0.003
P 9.81520 16.54175 7.84298 0.054
C 8.86645 15.69620 6.47074 0.011
C 7.34455 15.66854 6.51249 0.003
C 9.40874 16.15956 5.10549 0.002
C 9.92358 18.33510 7.47733 0.106
C 8.92952 19.22986 7.10080 -0.009
C 9.21970 20.54950 6.74274 0.129
C 8.01124 21.47818 6.63690 0.020
C 10.55851 20.97570 6.62600 -0.010
C 11.53231 20.16812 7.15822 0.103
C 11.21762 18.83020 7.67571 0.032
N 12.12910 18.04758 8.30045 0.461
C 13.23196 18.51556 8.98445 0.022
C 13.12958 19.63023 9.85839 0.062
C 14.20922 20.16191 10.50286 -0.009
C 15.49768 19.78324 10.13612 0.069
C 16.71011 20.47486 10.63986 0.013
C 15.60718 18.82138 9.12793 -0.007
C 14.53103 18.01565 8.74436 0.073
P 14.46762 16.43735 7.85590 0.064
C 15.65299 15.29370 8.73806 0.015
C 17.11229 15.75946 8.80042 0.005
C 14.97244 15.01194 10.09933 0.002
C 15.12321 16.78015 6.13046 0.009
C 14.73441 15.60339 5.23036 0.003
C 14.56440 18.13661 5.61499 0.000
H 8.74778 15.31013 11.27320 0.000
H 9.90761 14.72232 10.19348 0.000
H 8.26027 14.55970 9.65838 0.000
H 9.50257 17.33838 10.08799 0.000
H 6.89187 16.59178 8.75072 0.000
H 7.48726 18.20556 9.19665 0.000
H 7.07793 17.02914 10.45059 0.001
H 9.22483 14.64250 6.62602 0.002
H 6.88876 16.64673 6.77654 0.000
H 6.95521 14.93190 7.19334 0.000
H 7.00402 15.36260 5.52553 0.001
H 9.04072 17.18063 4.86712 0.000
H 9.08339 15.47315 4.32179 0.000
H 10.49867 16.23084 5.13600 0.001
H 7.90654 18.82401 7.05002 -0.002
H 7.12877 20.90693 6.29930 0.002
H 8.16243 22.33810 5.96561 0.002
H 7.79359 21.93230 7.66870 0.010
H 10.71937 21.94690 6.21613 -0.002
H 12.63239 20.44221 7.02360 0.002
H 12.12786 20.00888 10.14432 0.001
H 14.09416 20.90684 11.27673 -0.002
H 16.85925 21.46334 10.23929 0.005
H 17.54008 19.85914 10.41918 0.001
H 16.61656 20.72605 11.71948 0.002
H 16.52986 18.61865 8.63759 -0.001
H 15.53245 14.38183 8.13661 0.000
H 17.21796 16.56476 9.56805 0.000
H 17.47224 16.11232 7.82364 0.000
H 17.78407 14.90055 9.10568 0.001
H 15.12072 15.84742 10.82455 0.000
H 15.42747 14.16658 10.55950 0.000
H 13.90450 14.70174 9.93314 0.000
H 16.23849 16.79311 6.22742 0.002
H 13.63658 15.45944 5.09385 0.001
H 15.12232 14.64491 5.60184 0.000
H 15.12622 15.77118 4.19457 0.000
H 13.50760 18.00249 5.29919 0.000
H 15.12210 18.47466 4.71067 0.000
H 14.59875 18.97430 6.33574 0.000
N 12.49181 13.77331 7.85516 0.042
C 11.97305 12.80460 8.29663 0.022
C 11.60854 11.50030 8.68750 0.003
C 10.35192 10.92547 8.72411 0.001
C 10.16810 9.61372 9.20271 0.000
C 11.22558 8.87327 9.71588 0.000
C 12.49587 9.38366 9.48753 0.000
C 12.68280 10.69366 8.99064 0.001
H 9.52796 11.50852 8.31323 0.000
H 9.17808 9.11734 9.05113 0.000
H 11.13706 7.84715 10.10314 0.000
H 13.30108 8.72483 9.69224 0.000
H 13.69870 11.04787 8.87748 0.000
N 11.84258 16.19538 16.35021 0.000
C 10.87504 17.25962 15.84324 0.000
C 9.82807 16.55147 14.97823 0.000
N 10.27736 15.71170 13.94866 0.000
C 11.25197 14.72840 14.41326 0.000
C 12.38091 15.30397 15.23870 0.000
H 11.30075 15.58116 16.98351 0.000
H 12.62761 16.56571 16.88017 0.000
H 11.45814 17.97441 15.26648 0.000
H 10.41239 17.80386 16.71730 0.000
H 9.18901 17.35712 14.55768 0.000
H 9.13568 15.96716 15.57998 0.000
H 10.58536 16.20637 13.14608 0.000
H 11.74160 14.26429 13.56027 0.000
H 10.68902 13.90009 14.88736 0.000
H 13.08736 15.89458 14.68238 0.000
H 12.90217 14.52320 15.78072 0.000
```

As for the net charge: +2. As for the lowest unoccupied orbital energy (alpha / beta): -4.769 / -5.902 eV. Its multiplicity is 3. The expectation value of S² is 2.053.



No. 2
A molecular structure, C37H57ClO5P3PbSi, computed with the ωB97M-V functional and the def2-TZVPD basis.

Structure (XYZ):
```
105
Properties=species:S:1:pos:R:3:lowdin_charge:R:1
Pb -2.81738 1.71088 -0.49751 1.334
C -1.50304 4.78083 -1.41297 -0.110
C -0.39898 4.66553 -0.28014 -0.532
C 1.04103 4.55434 -0.69269 -0.097
P -1.03980 3.41626 0.89481 0.934
C -2.36424 4.40533 1.84292 -0.508
C -3.30221 3.49282 2.59670 -0.129
C -1.73140 5.40092 2.82785 -0.124
C 0.14570 2.83026 2.01259 -0.377
C 0.93283 3.77605 2.66196 -0.100
C 1.51105 3.44822 3.86628 -0.057
C 1.71024 2.14188 4.18085 -0.066
C 1.26262 1.17091 3.35438 -0.108
C 0.37661 1.43360 2.31810 -0.182
Si -0.00238 -0.06784 1.23645 0.659
C 0.24089 -1.59253 2.37324 -0.261
C -0.60358 -1.60991 3.49994 -0.109
C -0.85270 -2.81580 4.27079 -0.020
C 0.10621 -3.83108 4.02487 -0.065
C 1.01386 -3.78685 2.95440 -0.107
C 1.03259 -2.68230 2.03621 -0.363
P 2.16933 -2.85036 0.61646 1.133
C 2.07411 -4.69699 0.24546 -0.579
C 2.58487 -4.86254 -1.14479 -0.169
C 0.68957 -5.35823 0.38366 -0.099
C 3.85346 -2.91749 1.67994 -0.507
C 5.05164 -2.99326 0.77184 -0.142
C 4.16396 -3.87211 2.84201 -0.104
C 0.98354 -0.06731 -0.37787 -0.233
C 2.36103 0.18327 -0.29300 -0.164
C 3.13441 0.63980 -1.32666 -0.072
C 2.58505 0.72652 -2.58645 -0.052
C 1.29037 0.31063 -2.79020 -0.122
C 0.43109 0.07917 -1.70983 -0.380
P -1.26359 0.02487 -2.32449 1.044
C -1.44799 -1.89430 -2.57173 -0.506
C -2.63547 -2.30820 -3.34020 -0.103
C -0.15254 -2.58153 -3.02426 -0.082
C -1.54193 0.66184 -4.14240 -0.472
C -1.15865 2.16882 -4.37185 -0.101
C -1.02331 -0.24232 -5.30142 -0.097
H -2.44203 5.28017 -1.14608 0.084
H -1.82089 3.87292 -1.90168 0.003
H -1.19666 5.50732 -2.13189 0.079
H -0.47232 5.66526 0.20156 0.112
H 1.72358 4.32884 0.09849 0.057
H 1.36148 5.46033 -1.26915 0.105
H 1.06410 3.80523 -1.51722 0.083
H -2.79067 5.06859 1.07656 0.107
H -2.71527 2.75559 3.22249 0.103
H -4.10462 2.92995 2.10518 0.064
H -3.79688 4.18426 3.30257 0.091
H -1.50029 5.05739 3.84022 0.085
H -2.40296 6.23147 3.01155 0.082
H -0.76287 5.88980 2.51166 0.079
H 0.95017 4.76545 2.23339 0.097
H 1.93221 4.27933 4.49939 0.141
H 2.37649 1.76730 5.01725 0.148
H 1.37167 0.17265 3.54993 0.063
H -1.02816 -0.66305 3.70109 0.083
H -1.51063 -2.93120 5.19903 0.131
H 0.09172 -4.55336 4.79193 0.090
H 1.67087 -4.66116 2.75925 0.096
H 2.83988 -5.11934 1.01875 0.110
H 3.40302 -4.28299 -1.65487 0.097
H 1.77270 -4.64756 -1.78487 0.035
H 2.81571 -5.89935 -1.30596 0.077
H -0.01938 -4.70869 -0.14777 0.066
H 0.36157 -5.56184 1.41028 0.065
H 0.66869 -6.21571 -0.37501 0.105
H 3.82450 -1.92463 2.05933 0.068
H 5.06654 -2.23268 -0.04424 0.082
H 5.13224 -3.97672 0.39399 0.059
H 5.92027 -2.72044 1.37149 0.080
H 5.09555 -3.63147 3.32449 0.081
H 4.22244 -4.85195 2.43866 0.059
H 3.41469 -3.82068 3.63694 0.065
H 2.90454 0.13531 0.65513 0.107
H 4.20137 0.90324 -1.12400 0.133
H 3.21758 0.93072 -3.40653 0.104
H 0.86388 0.19783 -3.79589 0.086
H -1.51729 -2.16216 -1.49596 0.089
H -2.64094 -3.42703 -3.25724 0.107
H -2.47175 -2.02922 -4.36257 0.044
H -3.57080 -1.86182 -2.85169 0.114
H -0.29145 -3.62408 -3.05024 0.074
H 0.71320 -2.28725 -2.46776 0.055
H 0.10105 -2.20195 -3.97371 0.042
H -2.65222 0.75242 -4.12374 0.085
H -0.30543 2.37255 -3.65512 0.067
H -2.08820 2.75239 -4.22863 0.077
H -0.75083 2.39426 -5.35587 0.071
H -1.77688 -0.96919 -5.62282 0.070
H -0.07139 -0.72934 -5.07298 0.046
H -0.76431 0.41827 -6.16722 0.091
O -6.79144 2.26009 -2.38214 -0.265
Cl -5.50388 1.65709 -2.26846 0.681
O -5.24766 0.64937 -3.27951 -0.327
O -4.36369 2.62690 -2.29720 -0.542
O -5.36195 1.10304 -0.90278 -0.508
C -2.73732 -1.14144 1.17565 -0.068
O -1.69017 -0.18173 0.78235 -0.512
H -3.68194 -0.75330 0.78713 0.071
H -2.71042 -1.31830 2.25985 0.077
H -2.43498 -2.07748 0.68195 0.093
```

As for the net charge: +1. As for the lowest unoccupied orbital energy: -3.144 eV. The calculation puts the energy above the lowest of the compared OMol25 structures with the same formula, charge and spin at 79.2 kcal/mol.